The following is a quantum chemistry calculation of a 15-piece molecular cluster, C80H192B5F20N10O6 overall at a distorted geometry, from the Open Molecules 2025 dataset.

Cartesian coordinates (Å):
C 4.883 -1.371 4.475
C 6.264 -0.762 4.128
C 5.976 0.141 2.935
N 7.181 0.827 2.315
C 7.858 1.673 3.328
C 6.816 1.541 1.018
C 7.422 0.771 -0.167
C 7.639 -0.595 0.399
C 8.130 -0.280 1.859
H 4.163 -0.652 4.923
H 5.054 -2.154 5.198
H 4.343 -1.827 3.590
H 6.958 -1.578 3.949
H 6.622 -0.129 4.988
H 5.379 0.959 3.327
H 5.395 -0.357 2.137
H 7.186 2.475 3.685
H 8.691 2.141 2.872
H 8.249 1.040 4.141
H 7.173 2.593 1.117
H 5.717 1.547 0.968
H 8.411 1.146 -0.468
H 6.730 0.659 -0.946
H 8.388 -1.155 -0.130
H 6.767 -1.212 0.472
H 9.146 0.121 1.833
H 8.108 -1.117 2.582
C -5.654 -2.871 6.199
C -6.988 -2.498 5.482
C -6.759 -3.003 4.059
N -7.327 -2.162 2.991
C -8.805 -2.144 3.042
C -6.753 -2.598 1.626
C -6.998 -1.473 0.731
C -6.969 -0.223 1.674
C -6.905 -0.689 3.049
H -5.581 -3.924 6.430
H -5.708 -2.395 7.175
H -4.837 -2.461 5.635
H -7.204 -1.400 5.541
H -7.893 -3.055 5.828
H -7.139 -3.983 3.951
H -5.702 -3.052 3.910
H -9.061 -1.860 4.057
H -9.071 -3.148 2.769
H -9.186 -1.345 2.364
H -7.237 -3.577 1.415
H -5.704 -2.818 1.881
H -7.839 -1.444 0.043
H -6.129 -1.367 0.038
H -7.891 0.341 1.536
H -6.145 0.528 1.488
H -7.621 -0.207 3.764
H -5.865 -0.592 3.441
C -3.616 -7.467 3.061
C -3.408 -7.251 1.554
C -4.172 -8.356 0.786
N -4.198 -8.155 -0.705
C -2.798 -8.209 -1.290
C -4.795 -6.838 -1.106
C -5.353 -7.148 -2.489
C -5.651 -8.622 -2.567
C -5.036 -9.243 -1.327
H -4.587 -7.911 3.239
H -3.561 -6.516 3.588
H -2.878 -8.212 3.418
H -2.341 -7.202 1.302
H -3.811 -6.323 1.192
H -5.178 -8.206 1.142
H -3.821 -9.333 0.990
H -2.501 -9.263 -1.198
H -2.216 -7.499 -0.717
H -2.757 -7.891 -2.319
H -4.110 -6.039 -1.006
H -5.600 -6.697 -0.368
H -4.634 -6.810 -3.250
H -6.290 -6.574 -2.689
H -5.190 -9.074 -3.466
H -6.677 -8.915 -2.774
H -4.320 -10.041 -1.489
H -5.820 -9.539 -0.602
C 1.313 0.142 -6.057
C -0.080 -0.377 -6.349
C -0.660 -0.580 -4.921
N -2.190 -0.816 -4.911
C -2.491 -2.170 -5.448
C -2.996 0.292 -5.590
C -4.325 0.415 -4.794
C -4.161 -0.430 -3.514
C -2.688 -0.743 -3.461
H 1.846 0.521 -6.966
H 1.957 -0.586 -5.522
H 1.170 1.028 -5.382
H 0.019 -1.352 -6.940
H -0.588 0.404 -6.916
H -0.524 0.379 -4.352
H -0.262 -1.461 -4.373
H -3.633 -2.290 -5.420
H -1.999 -2.938 -4.824
H -2.128 -2.294 -6.488
H -3.075 -0.019 -6.642
H -2.375 1.228 -5.588
H -5.242 0.146 -5.350
H -4.411 1.423 -4.424
H -4.696 -1.354 -3.530
H -4.362 0.056 -2.589
H -2.511 -1.722 -2.975
H -2.083 -0.038 -2.909
C 3.618 -7.586 -3.962
C 4.212 -6.171 -4.065
N 3.351 -4.929 -3.875
C 2.466 -4.743 -5.048
C 2.509 -5.075 -2.594
C 3.318 -5.359 -1.414
C 4.298 -3.798 -3.634
C 5.005 -3.239 -4.857
O 4.066 -2.242 -5.474
C 4.637 -1.733 -6.614
H 2.976 -7.673 -3.065
H 4.374 -8.353 -3.903
H 3.008 -7.808 -4.867
H 4.651 -5.947 -5.040
H 5.085 -6.053 -3.386
H 1.868 -3.820 -4.930
H 1.801 -5.626 -5.028
H 3.048 -4.565 -5.902
H 1.861 -5.976 -2.708
H 1.805 -4.241 -2.665
H 3.880 -6.238 -1.719
H 2.635 -5.625 -0.606
H 3.956 -4.595 -0.984
H 5.026 -4.070 -2.865
H 3.712 -2.978 -3.140
H 5.285 -3.927 -5.710
H 5.863 -2.713 -4.481
H 3.982 -0.942 -7.029
H 4.879 -2.486 -7.419
H 5.654 -1.235 -6.467
C 2.310 4.161 -2.420
C 3.544 4.273 -3.210
N 4.624 3.353 -2.769
C 4.971 3.832 -1.381
C 4.236 1.901 -2.760
C 3.752 1.341 -4.052
C 5.677 3.574 -3.732
C 6.993 2.817 -3.615
O 7.802 3.371 -2.589
C 9.173 3.139 -2.801
H 1.650 4.981 -2.659
H 2.455 4.300 -1.336
H 1.700 3.291 -2.693
H 4.060 5.249 -3.173
H 3.343 4.194 -4.289
H 5.963 3.377 -1.030
H 4.234 3.477 -0.642
H 5.064 4.936 -1.397
H 3.505 1.835 -1.947
H 5.118 1.369 -2.447
H 3.260 2.086 -4.661
H 3.076 0.529 -3.863
H 4.609 0.935 -4.630
H 5.999 4.635 -3.610
H 5.298 3.348 -4.718
H 7.525 2.969 -4.539
H 6.856 1.737 -3.537
H 9.780 3.760 -2.083
H 9.480 3.515 -3.824
H 9.488 2.128 -2.763
C 2.005 6.222 6.445
C 1.772 4.746 6.643
N 2.924 3.966 7.011
C 3.308 4.233 8.444
C 2.668 2.503 6.823
C 1.393 2.039 7.557
C 4.064 4.299 6.123
C 5.222 3.395 6.198
O 5.663 3.255 7.525
C 6.759 2.364 7.683
H 2.329 6.520 5.429
H 2.597 6.726 7.234
H 0.999 6.617 6.528
H 1.367 4.333 5.750
H 1.081 4.505 7.468
H 4.246 3.743 8.714
H 2.391 4.063 9.096
H 3.452 5.325 8.506
H 3.491 2.038 7.278
H 2.558 2.420 5.759
H 1.230 0.931 7.485
H 0.479 2.430 7.233
H 1.507 2.216 8.615
H 4.546 5.205 6.508
H 3.574 4.520 5.189
H 6.034 3.831 5.633
H 4.928 2.445 5.633
H 6.891 2.118 8.744
H 7.650 2.881 7.375
H 6.642 1.494 7.001
C -0.806 -1.091 -0.431
C 0.190 -2.153 -0.036
N 0.194 -2.633 1.396
C 1.267 -3.718 1.376
C 0.579 -1.647 2.480
C 1.690 -0.665 2.027
C -1.171 -3.116 1.694
C -1.559 -3.318 3.180
O -0.824 -4.419 3.722
C -0.635 -4.210 5.130
H -1.733 -1.457 -0.847
H -0.328 -0.569 -1.227
H -1.058 -0.404 0.423
H 1.246 -1.970 -0.251
H -0.002 -3.085 -0.624
H 2.215 -3.137 1.400
H 1.134 -4.364 0.510
H 1.181 -4.289 2.273
H 0.863 -2.321 3.288
H -0.319 -1.137 2.805
H 1.909 0.032 2.832
H 1.371 -0.219 1.088
H 2.575 -1.253 1.823
H -1.431 -4.023 1.127
H -1.901 -2.310 1.409
H -2.587 -3.590 3.082
H -1.483 -2.413 3.850
H -0.054 -3.344 5.390
H -0.065 -5.065 5.452
H -1.584 -4.247 5.641
C -0.887 2.607 3.017
C -0.313 3.960 2.924
N -0.420 4.598 1.590
C 0.422 3.828 0.598
C -1.782 4.807 1.217
C -2.749 5.206 2.308
C 0.222 5.977 1.794
C 0.649 6.779 0.541
O -0.483 7.128 -0.214
C -0.074 7.729 -1.448
H -0.436 2.225 3.928
H -0.912 1.855 2.232
H -1.953 2.671 3.196
H 0.763 3.890 3.202
H -0.796 4.622 3.690
H 1.456 3.815 0.909
H 0.291 4.367 -0.308
H 0.041 2.799 0.486
H -2.112 3.947 0.716
H -1.777 5.617 0.510
H -2.913 4.384 3.030
H -3.724 5.257 1.849
H -2.664 6.102 2.842
H 1.106 5.685 2.336
H -0.410 6.534 2.472
H 1.385 6.267 -0.073
H 1.184 7.615 1.003
H -0.964 8.068 -2.007
H 0.602 7.101 -2.008
H 0.457 8.667 -1.161
C -8.133 6.289 -3.106
C -7.570 4.894 -2.903
N -6.080 4.842 -2.933
C -5.524 5.740 -1.912
C -5.685 3.457 -2.556
C -5.635 3.046 -1.111
C -5.514 5.177 -4.272
C -5.483 4.131 -5.365
O -6.766 3.662 -5.689
C -6.698 2.706 -6.737
H -9.219 6.213 -3.022
H -8.015 6.836 -4.062
H -7.762 7.005 -2.321
H -7.863 4.240 -3.730
H -7.908 4.502 -1.920
H -6.018 5.659 -0.965
H -5.560 6.746 -2.339
H -4.523 5.451 -1.771
H -4.650 3.250 -2.883
H -6.367 2.878 -3.213
H -4.872 3.496 -0.458
H -5.307 2.020 -1.058
H -6.556 2.967 -0.492
H -4.471 5.425 -4.024
H -6.042 6.099 -4.591
H -4.831 3.297 -5.140
H -5.038 4.715 -6.172
H -5.955 1.937 -6.527
H -6.473 3.207 -7.665
H -7.723 2.291 -6.852
B 3.773 3.129 2.567
F 3.007 4.256 3.248
F 5.179 3.436 2.668
F 3.553 1.939 3.257
F 3.429 3.020 1.185
B -2.209 2.900 -2.452
F -2.506 4.108 -1.758
F -0.809 2.571 -2.512
F -2.800 1.870 -1.709
F -2.761 2.983 -3.797
B -3.502 -0.337 2.767
F -4.348 0.546 3.522
F -2.128 -0.258 3.278
F -3.968 -1.725 2.939
F -3.526 -0.082 1.356
B 4.202 -1.067 -1.244
F 2.808 -1.091 -1.503
F 4.581 -2.144 -0.457
F 5.011 -0.976 -2.389
F 4.437 0.166 -0.412
B -1.343 -4.844 -2.042
F -2.362 -4.374 -1.169
F -0.318 -5.465 -1.246
F -1.866 -5.678 -3.082
F -0.703 -3.642 -2.715

Calculated values
F_max: 3.51 eV Å⁻¹
E: -6283.3038 Ha
highest occupied orbital energy: -17.5 eV
charge: +5
ΔE to the lowest compared entry with this formula, charge and spin: 2.402 eV

Löwdin population analysis, charges in e, atoms 1 to 5: number 1, C, carries -0.09; number 2, C, carries -0.20; number 3, C, carries -0.13; number 4, N, carries -0.24; number 5, C, carries 0.02